C13H11I2MgN2OS3Sb2Se4 as an isolated structure, computed with wB97M-V/def2-TZVPD.

Summary:
**Spin multiplicity**: 2
**HOMO energy (spin up / spin down)**: -0.0973 / -0.0972 hartree
**Net charge**: -2
**HOMO-LUMO gap (spin up / spin down)**: 5.88 / 5.84 eV
**Max |F|**: 0.20 eV/A

Positions of all 39 atoms, in Å:
Mg -1.363 0.525 0.067
I 2.822 -1.248 -6.211
C 1.568 -1.121 -4.537
C 1.061 -2.278 -3.967
C 0.245 -2.174 -2.857
I -0.508 -3.901 -1.964
C -0.120 -0.934 -2.263
O -0.874 -0.888 -1.234
C 0.431 0.230 -2.890
C 0.102 1.604 -2.358
N 0.262 1.694 -0.903
C 1.575 1.334 -0.397
C 1.518 0.830 1.026
C 2.564 1.036 1.909
C 2.485 0.492 3.184
C 1.364 -0.235 3.536
C 0.354 -0.378 2.596
N 0.430 0.135 1.373
C 1.260 0.117 -3.993
H 1.300 -3.250 -4.374
H 0.729 2.338 -2.885
H -0.945 1.846 -2.561
H -0.055 2.589 -0.540
H 1.948 0.513 -1.018
H 2.307 2.148 -0.475
H 3.420 1.622 1.600
H 3.288 0.647 3.895
H 1.232 -0.670 4.516
H -0.549 -0.918 2.846
H 1.669 1.019 -4.434
S -1.635 2.549 1.734
Sb -3.828 2.595 0.892
S -3.384 1.411 -1.107
S -4.853 0.667 2.150
Se -1.956 -0.693 5.495
Sb -3.370 -2.004 3.979
Se -1.463 -3.542 3.898
Se -5.545 -2.724 4.658
Se -3.486 -0.984 1.615

In the Mulliken picture, each atom carries the following charge in e: Mg 1.313; I -0.037; C -0.380; C -0.361; C -0.393; I 0.019; C 0.773; O -0.821; C 0.576; C -1.056; N -0.505; C -0.712; C 0.546; C -0.982; C -0.362; C -0.545; C 0.479; N 0.143; C -0.689; H 0.341; H 0.329; H 0.325; H 0.396; H 0.299; H 0.300; H 0.390; H 0.377; H 0.379; H -0.360; H 0.335; S -0.635; Sb 0.394; S -0.668; S -0.393; Se -0.470; Sb 0.715; Se -0.512; Se -0.671; Se 0.123

---

One molecule with the formula C13H11NO2S2, computed with wB97M-V/def2-TZVPD.

Summary:
**SMILES**: C=CCSC1=N/C(=C\C=C\c2ccco2)C(=O)S1
**HOMO energy**: -0.2802 hartree
**HOMO-LUMO gap**: 6.69 eV
**Max |F|**: 1.53 eV/A

Positions of all 29 atoms, in Å:
C -2.791 -0.379 -0.558
C -3.526 0.716 -0.553
C -3.005 2.061 -0.913
S -3.110 3.200 0.528
C -1.768 2.650 1.449
N -0.926 1.774 1.052
C 0.049 1.517 1.969
C 1.063 0.622 1.785
C 1.224 -0.145 0.610
C 2.222 -1.046 0.437
C 2.391 -1.829 -0.740
C 3.354 -2.768 -1.053
C 3.049 -3.237 -2.344
C 1.928 -2.560 -2.731
O 1.525 -1.713 -1.778
C -0.056 2.292 3.218
O 0.655 2.268 4.181
S -1.508 3.349 3.060
H -3.198 -1.337 -0.285
H -1.752 -0.362 -0.842
H -4.566 0.690 -0.255
H -1.961 2.030 -1.219
H -3.619 2.541 -1.676
H 1.772 0.506 2.593
H 0.502 0.011 -0.178
H 2.952 -1.209 1.217
H 4.170 -3.073 -0.430
H 3.582 -3.973 -2.910
H 1.348 -2.597 -3.633

In the natural (NBO) picture, each atom carries the following charge in e: C -0.360; C -0.207; C -0.543; S 0.315; C -0.057; N -0.506; C -0.007; C -0.113; C -0.240; C -0.167; C 0.225; C -0.264; C -0.317; C 0.115; O -0.394; C 0.395; O -0.527; S 0.233; H 0.202; H 0.194; H 0.203; H 0.247; H 0.236; H 0.225; H 0.225; H 0.217; H 0.230; H 0.232; H 0.206

---

One molecule with the formula C13H12Cl2N2O4, computed with wB97M-V/def2-TZVPD.

Summary:
**SMILES**: O=C(NO)c1cc(CCCOc2ccc(Cl)c(Cl)c2)on1
**HOMO energy**: -0.3282 hartree
**HOMO-LUMO gap**: 9.26 eV
**Max |F|**: 3.42 eV/A

Positions of all 33 atoms, in Å:
O 3.545 0.938 -0.123
C 3.661 0.068 -0.975
N 4.608 0.305 -1.966
O 5.271 1.543 -2.039
C 2.678 -1.021 -1.043
C 1.500 -1.162 -0.268
C 0.879 -2.279 -0.703
C -0.451 -2.797 -0.241
C -1.456 -1.746 0.266
C -2.076 -0.919 -0.893
O -3.061 0.025 -0.460
C -2.636 0.964 0.450
C -3.435 1.324 1.501
C -3.004 2.266 2.415
C -1.696 2.772 2.376
Cl -1.238 3.951 3.560
C -0.867 2.379 1.295
Cl 0.812 2.855 1.147
C -1.365 1.523 0.342
O 1.625 -2.814 -1.716
N 2.775 -2.013 -1.902
H 4.587 -0.250 -2.813
H 5.118 2.006 -1.184
H 1.158 -0.490 0.443
H -0.277 -3.573 0.531
H -0.831 -3.360 -1.108
H -2.241 -2.165 0.858
H -0.957 -1.068 0.942
H -1.229 -0.458 -1.437
H -2.567 -1.641 -1.566
H -4.432 0.937 1.616
H -3.690 2.629 3.180
H -0.713 1.272 -0.487

In the natural (NBO) picture, each atom carries the following charge in e: O -0.618; C 0.586; N -0.309; O -0.532; C 0.052; C -0.342; C 0.345; C -0.460; C -0.424; C -0.060; O -0.497; C 0.310; C -0.261; C -0.189; C -0.092; Cl 0.030; C -0.021; Cl 0.033; C -0.309; O -0.285; N -0.097; H 0.402; H 0.501; H 0.244; H 0.246; H 0.230; H 0.224; H 0.214; H 0.173; H 0.199; H 0.232; H 0.234; H 0.237